C3H10NO2S | ωB97M-V/def2-TZVPD

Results
E_HOMO   -4.127 eV
Energy relative to the best compared isomer or geometry (same formula, charge and spin)   854.7 kJ/mol

```
! RIJCOSX wB97M-V def2-TZVPD def2/J DEFGRID3
* xyz -1 1
C 0.21 0.60 -0.03
C -0.37 1.68 -0.92
S 0.20 3.31 -0.31
N -0.40 -0.67 0.13
C 0.62 -1.78 -0.85
O 0.84 -1.38 -2.17
H 1.33 0.51 -0.25
H 0.30 1.06 1.14
H -1.43 1.45 -1.02
H 0.10 1.38 -1.90
H 0.11 1.62 1.77
H -0.50 -0.58 1.18
H 0.21 -2.74 -0.55
H -0.30 -1.26 -1.66
H 1.65 -1.73 -0.37
H -1.74 -0.83 3.10
O -0.83 -0.65 2.72
*
```